{
  "formula": "C67H149F6N6O34S9",
  "method": "ωB97M-V with the def2-TZVPD basis set",
  "species": ["C", "F", "F", "F", "S", "O", "O", "N", "S", "O", "O", "C", "F", "F", "F", "C", "S", "O", "C", "H", "H", "H", "H", "H", "H", "C", "S", "O", "C", "H", "H", "H", "H", "H", "H", "C", "S", "O", "C", "H", "H", "H", "H", "H", "H", "C", "S", "O", "C", "H", "H", "H", "H", "H", "H", "C", "S", "O", "C", "H", "H", "H", "H", "H", "H", "C", "S", "O", "C", "H", "H", "H", "H", "H", "H", "C", "S", "O", "C", "H", "H", "H", "H", "H", "H", "C", "O", "N", "C", "C", "H", "H", "H", "H", "H", "H", "H", "C", "O", "N", "C", "C", "H", "H", "H", "H", "H", "H", "H", "C", "O", "N", "C", "C", "H", "H", "H", "H", "H", "H", "H", "C", "O", "N", "C", "C", "H", "H", "H", "H", "H", "H", "H", "C", "O", "N", "C", "C", "H", "H", "H", "H", "H", "H", "H", "O", "C", "O", "C", "C", "C", "H", "H", "H", "H", "H", "H", "H", "H", "O", "C", "O", "C", "C", "C", "H", "H", "H", "H", "H", "H", "H", "H", "O", "C", "O", "C", "C", "C", "H", "H", "H", "H", "H", "H", "H", "H", "O", "C", "O", "C", "C", "C", "H", "H", "H", "H", "H", "H", "H", "H", "O", "C", "O", "C", "C", "C", "H", "H", "H", "H", "H", "H", "H", "H", "O", "C", "O", "C", "C", "C", "H", "H", "H", "H", "H", "H", "H", "H", "O", "C", "O", "C", "C", "C", "H", "H", "H", "H", "H", "H", "H", "H", "O", "C", "O", "C", "C", "C", "H", "H", "H", "H", "H", "H", "H", "H", "O", "C", "O", "C", "C", "C", "H", "H", "H", "H", "H", "H", "H", "H"],
  "positions_angstrom": [[0.486, -1.056, 2.456], [0.764, -2.156, 1.832], [-0.816, -0.973, 2.644], [1.150, -0.975, 3.626], [1.188, 0.422, 1.438], [0.509, 1.577, 2.014], [2.660, 0.512, 1.544], [0.632, -0.021, -0.136], [0.160, 1.248, -0.764], [-1.144, 1.779, -0.302], [1.154, 2.288, -1.081], [-0.333, 0.555, -2.503], [-0.480, 1.613, -3.236], [0.679, -0.176, -3.033], [-1.426, -0.178, -2.387], [-5.921, -4.716, -0.329], [-7.111, -3.948, -1.509], [-8.466, -3.874, -0.797], [-6.486, -2.203, -1.438], [-6.359, -4.611, 0.664], [-4.932, -4.293, -0.153], [-5.883, -5.801, -0.432], [-6.622, -1.719, -0.471], [-7.124, -1.527, -2.008], [-5.437, -2.065, -1.702], [3.761, -2.546, -3.099], [4.792, -1.738, -1.775], [6.049, -1.325, -2.533], [3.844, -0.115, -1.490], [4.014, -2.235, -4.112], [2.765, -2.253, -2.768], [3.811, -3.633, -3.035], [4.268, 0.508, -0.703], [2.796, -0.396, -1.379], [3.831, 0.584, -2.325], [-4.529, -5.852, 2.898], [-2.859, -5.515, 2.136], [-3.014, -5.387, 0.644], [-2.745, -3.795, 2.728], [-5.172, -4.982, 2.763], [-4.462, -5.967, 3.980], [-5.010, -6.812, 2.707], [-3.639, -3.238, 2.446], [-1.888, -3.222, 2.375], [-2.700, -3.795, 3.817], [-2.226, 4.980, -1.050], [-2.295, 5.779, 0.549], [-3.477, 5.239, 1.369], [-0.764, 4.916, 1.242], [-3.006, 5.040, -1.809], [-2.033, 3.913, -0.941], [-1.345, 5.453, -1.484], [-0.772, 3.836, 1.093], [-0.638, 5.019, 2.320], [0.139, 5.175, 0.689], [-3.309, 2.338, 3.818], [-3.531, 0.515, 3.467], [-4.798, 0.103, 4.149], [-3.831, 0.763, 1.634], [-4.187, 2.925, 3.549], [-2.469, 2.693, 3.220], [-3.133, 2.446, 4.888], [-4.707, 1.410, 1.690], [-4.169, -0.199, 1.249], [-2.931, 1.099, 1.120], [5.983, 3.345, 0.571], [4.858, 2.922, 2.006], [5.663, 3.494, 3.205], [3.358, 3.990, 1.817], [5.536, 3.514, -0.409], [6.719, 2.544, 0.499], [6.555, 4.262, 0.714], [2.866, 3.807, 0.861], [3.526, 5.057, 1.958], [2.626, 3.726, 2.581], [3.850, 1.047, 4.632], [3.542, 1.872, 6.285], [4.834, 1.789, 7.119], [3.271, 3.576, 5.621], [3.862, -0.039, 4.728], [4.835, 1.399, 4.323], [3.128, 1.487, 3.944], [4.186, 3.901, 5.125], [2.843, 4.202, 6.404], [2.459, 3.563, 4.893], [3.757, 3.383, -5.143], [4.266, 4.392, -5.649], [3.887, 2.131, -5.655], [4.655, 1.789, -6.868], [2.933, 1.047, -5.217], [3.209, 3.296, -4.192], [5.454, 2.456, -7.192], [3.910, 1.706, -7.660], [5.217, 0.859, -6.781], [3.380, 0.055, -5.148], [2.430, 1.139, -4.255], [2.173, 1.118, -5.994], [-3.225, 4.626, -5.699], [-2.789, 5.069, -4.626], [-3.103, 3.422, -6.179], [-2.263, 2.375, -5.581], [-3.477, 3.075, -7.569], [-3.765, 5.291, -6.391], [-2.109, 2.587, -4.523], [-1.348, 2.172, -6.138], [-2.814, 1.435, -5.547], [-4.070, 2.163, -7.506], [-4.004, 3.892, -8.062], [-2.596, 2.953, -8.200], [-0.100, -7.347, 4.060], [-0.948, -8.180, 3.727], [-0.264, -6.446, 5.055], [0.749, -5.367, 5.297], [-1.510, -6.266, 5.771], [0.911, -7.175, 3.660], [1.764, -5.705, 5.091], [0.652, -4.852, 6.253], [0.447, -4.529, 4.668], [-1.990, -5.310, 5.562], [-2.347, -6.922, 5.530], [-1.249, -6.275, 6.829], [5.464, -3.723, 4.958], [4.455, -4.405, 5.112], [5.655, -2.601, 5.720], [4.811, -2.175, 6.864], [6.887, -1.878, 5.533], [6.321, -3.787, 4.270], [5.481, -2.231, 7.721], [3.913, -2.750, 7.094], [4.481, -1.150, 6.697], [6.558, -0.854, 5.354], [7.521, -1.845, 6.419], [7.609, -2.157, 4.765], [0.179, -3.275, -1.976], [0.604, -3.835, -2.977], [-1.138, -3.239, -1.639], [-1.465, -2.721, -0.337], [-2.236, -3.617, -2.536], [0.782, -2.751, -1.219], [-2.200, -3.378, 0.127], [-1.871, -1.714, -0.430], [-0.613, -2.660, 0.341], [-2.734, -2.814, -3.080], [-1.832, -4.335, -3.249], [-2.922, -4.148, -1.876], [-7.949, 0.256, -0.541], [-7.576, 1.201, 0.146], [-6.646, 2.080, -0.187], [-6.108, 2.129, -1.514], [-4.906, 3.086, -1.479], [-7.972, 1.338, 1.569], [-6.932, 2.418, -2.166], [-5.763, 1.122, -1.751], [-5.212, 4.101, -1.223], [-4.449, 3.160, -2.466], [-4.081, 2.714, -0.873], [-8.822, 0.696, 1.797], [-8.315, 2.373, 1.570], [-7.177, 1.250, 2.310], [-0.685, 3.193, 6.332], [-0.415, 2.446, 7.280], [-0.570, 1.106, 7.226], [-1.119, 0.596, 6.092], [-0.798, -0.938, 6.164], [0.300, 2.917, 8.531], [-0.636, 1.016, 5.209], [-2.153, 0.912, 5.956], [-1.464, -1.414, 5.444], [-0.755, -1.341, 7.176], [0.212, -1.065, 5.774], [-0.423, 3.099, 9.327], [0.931, 3.785, 8.337], [1.099, 2.227, 8.802], [0.950, 6.915, -5.704], [0.628, 5.717, -5.511], [0.580, 4.838, -6.470], [0.995, 5.221, -7.794], [0.674, 4.111, -8.821], [0.191, 5.263, -4.129], [2.073, 5.366, -7.713], [0.577, 6.153, -8.173], [-0.408, 4.067, -8.946], [0.981, 3.154, -8.401], [1.151, 4.268, -9.789], [-0.473, 5.936, -3.587], [1.018, 4.910, -3.514], [-0.426, 4.381, -4.306], [-0.463, -0.468, -6.857], [-0.538, -1.597, -6.331], [0.386, -2.527, -6.403], [1.682, -2.179, -6.871], [2.508, -3.457, -6.794], [-1.817, -2.099, -5.611], [2.083, -1.367, -6.264], [1.718, -1.891, -7.921], [2.612, -3.760, -5.752], [3.512, -3.247, -7.164], [2.158, -4.316, -7.367], [-2.678, -2.034, -6.276], [-2.109, -1.588, -4.694], [-1.530, -3.095, -5.271], [1.581, -5.676, 1.055], [2.692, -5.259, 0.912], [3.677, -5.709, 0.031], [3.422, -6.784, -0.783], [2.919, -6.345, -2.157], [3.176, -4.043, 1.579], [2.583, -7.351, -0.380], [4.265, -7.474, -0.828], [3.727, -5.833, -2.680], [2.070, -5.677, -2.018], [2.686, -7.268, -2.687], [4.061, -4.287, 2.166], [2.491, -3.653, 2.331], [3.554, -3.358, 0.819], [8.674, 1.236, 0.009], [8.853, 0.810, 1.179], [8.092, -0.012, 1.842], [6.884, -0.454, 1.276], [6.012, -1.207, 2.283], [10.170, 0.961, 1.876], [7.179, -1.101, 0.450], [6.390, 0.406, 0.825], [5.129, -1.573, 1.759], [5.696, -0.539, 3.084], [6.539, -2.032, 2.762], [10.179, 0.460, 2.844], [10.236, 2.025, 2.101], [11.018, 0.586, 1.302], [-5.174, 0.293, -4.426], [-5.851, 0.756, -5.333], [-6.320, 0.034, -6.365], [-6.098, -1.407, -6.359], [-7.420, -2.128, -6.797], [-6.229, 2.286, -5.406], [-5.867, -1.680, -5.329], [-5.329, -1.700, -7.073], [-8.141, -2.236, -5.987], [-7.272, -3.111, -7.244], [-7.956, -1.473, -7.484], [-5.887, 2.791, -6.310], [-5.830, 2.825, -4.547], [-7.316, 2.343, -5.367], [-4.578, -4.739, 6.512], [-4.586, -3.631, 6.986], [-5.727, -2.910, 7.227], [-6.996, -3.298, 6.714], [-7.737, -4.392, 7.551], [-3.345, -2.712, 7.253], [-6.866, -3.650, 5.691], [-7.536, -2.352, 6.714], [-7.144, -5.302, 7.639], [-8.691, -4.701, 7.123], [-7.929, -4.028, 8.560], [-3.423, -2.210, 8.218], [-3.379, -1.866, 6.567], [-2.450, -3.334, 7.272], [3.920, 8.785, 0.016], [4.776, 7.917, 0.170], [5.267, 6.999, -0.803], [4.788, 6.865, -2.087], [3.573, 5.900, -2.171], [5.348, 7.754, 1.577], [5.558, 6.346, -2.657], [4.686, 7.835, -2.573], [2.907, 6.016, -1.316], [3.879, 4.859, -2.277], [3.073, 6.118, -3.115], [4.949, 6.800, 1.922], [5.009, 8.620, 2.146], [6.435, 7.830, 1.569]],
  "lumo_energy_ev": 1.693,
  "total_charge": -1,
  "total_energy_ev": -264266.7812,
  "homo_lumo_gap_ha": 0.317
}

{
  "formula": "C67H49BInNO6P3Si",
  "method": "ωB97M-V with the def2-TZVPD basis set",
  "species": ["In", "C", "C", "C", "C", "C", "C", "P", "C", "C", "C", "C", "C", "C", "C", "C", "C", "C", "C", "C", "Si", "C", "C", "C", "C", "C", "C", "P", "C", "C", "C", "C", "C", "C", "C", "C", "C", "C", "C", "C", "C", "C", "C", "C", "C", "C", "P", "C", "C", "C", "C", "C", "C", "C", "C", "C", "C", "C", "C", "H", "H", "H", "H", "H", "H", "H", "H", "H", "H", "H", "H", "H", "H", "H", "H", "H", "H", "H", "H", "H", "H", "H", "H", "H", "H", "H", "H", "H", "H", "H", "H", "H", "H", "H", "H", "H", "H", "H", "H", "H", "H", "O", "C", "O", "C", "C", "C", "C", "C", "N", "C", "O", "O", "H", "H", "H", "O", "B", "O", "C", "C", "C", "C", "C", "C", "H", "H", "H", "H"],
  "positions_angstrom": [[0.114, -1.807, -0.752], [4.103, 3.031, 4.564], [3.617, 1.832, 5.062], [3.228, 0.833, 4.192], [3.344, 1.004, 2.814], [3.832, 2.211, 2.326], [4.212, 3.215, 3.197], [2.594, -0.253, 1.707], [3.510, -1.743, 2.289], [4.701, -1.757, 3.011], [5.294, -2.959, 3.353], [4.716, -4.160, 2.978], [3.524, -4.155, 2.272], [2.919, -2.955, 1.953], [3.538, 0.126, 0.178], [4.921, -0.014, 0.141], [5.631, 0.392, -0.972], [4.965, 0.983, -2.032], [3.589, 1.119, -1.993], [2.847, 0.659, -0.911], [0.937, 0.653, -0.887], [0.540, 2.468, -0.371], [0.675, 3.421, -1.374], [0.402, 4.759, -1.156], [-0.056, 5.165, 0.082], [-0.182, 4.238, 1.100], [0.126, 2.893, 0.900], [0.380, 1.815, 2.360], [-0.410, 2.889, 3.650], [-1.781, 3.020, 3.850], [-2.274, 3.925, 4.773], [-1.408, 4.704, 5.521], [-0.042, 4.565, 5.348], [0.452, 3.665, 4.420], [-0.871, 0.485, 2.401], [-2.158, 0.545, 1.886], [-3.083, -0.431, 2.211], [-2.746, -1.454, 3.078], [-1.458, -1.530, 3.583], [-0.524, -0.572, 3.238], [0.263, 0.671, -2.685], [0.939, 0.231, -3.814], [0.310, 0.175, -5.047], [-1.019, 0.539, -5.177], [-1.736, 0.907, -4.054], [-1.098, 0.956, -2.822], [-1.965, 1.347, -1.270], [-3.603, 0.551, -1.525], [-3.656, -0.800, -1.191], [-4.835, -1.511, -1.303], [-5.985, -0.874, -1.737], [-5.950, 0.478, -2.040], [-4.769, 1.193, -1.930], [-2.426, 3.107, -1.514], [-2.082, 3.884, -2.613], [-2.389, 5.234, -2.640], [-3.033, 5.828, -1.569], [-3.373, 5.064, -0.466], [-3.070, 3.718, -0.441], [4.389, 3.822, 5.242], [3.526, 1.689, 6.131], [2.828, -0.095, 4.583], [3.911, 2.361, 1.259], [4.582, 4.152, 2.803], [5.166, -0.831, 3.321], [6.220, -2.958, 3.912], [5.190, -5.094, 3.245], [3.068, -5.085, 1.967], [1.963, -2.936, 1.446], [5.449, -0.445, 0.980], [6.703, 0.255, -1.006], [5.523, 1.326, -2.893], [3.084, 1.598, -2.819], [1.013, 3.104, -2.349], [0.535, 5.478, -1.952], [-0.317, 6.198, 0.269], [-0.522, 4.583, 2.066], [-2.468, 2.422, 3.270], [-3.342, 4.036, 4.899], [-1.796, 5.417, 6.236], [0.636, 5.175, 5.928], [1.518, 3.568, 4.273], [-2.434, 1.358, 1.230], [-4.076, -0.390, 1.785], [-3.472, -2.210, 3.333], [-1.184, -2.344, 4.240], [0.487, -0.618, 3.629], [1.963, -0.097, -3.724], [0.855, -0.177, -5.912], [-1.509, 0.499, -6.140], [-2.792, 1.137, -4.133], [-2.767, -1.289, -0.819], [-4.852, -2.557, -1.037], [-6.910, -1.426, -1.840], [-6.852, 0.978, -2.367], [-4.749, 2.251, -2.161], [-1.564, 3.438, -3.450], [-2.112, 5.831, -3.498], [-3.256, 6.886, -1.590], [-3.869, 5.519, 0.378], [-3.341, 3.123, 0.419], [-2.401, -4.322, 1.697], [-1.519, -3.771, 1.054], [-1.459, -2.544, 0.751], [-0.359, -4.629, 0.535], [-0.292, -6.008, 0.689], [0.782, -6.684, 0.134], [1.734, -5.973, -0.582], [1.588, -4.596, -0.696], [0.575, -3.969, -0.123], [2.547, -3.696, -1.506], [3.500, -4.231, -2.055], [2.223, -2.474, -1.539], [-1.075, -6.518, 1.225], [0.868, -7.758, 0.241], [2.575, -6.460, -1.051], [-1.081, -2.197, -3.882], [-0.947, -2.605, -2.568], [-1.397, -3.914, -2.447], [-1.797, -4.307, -3.677], [-2.311, -5.518, -4.092], [-2.614, -5.636, -5.440], [-2.419, -4.585, -6.325], [-1.905, -3.365, -5.910], [-1.596, -3.245, -4.569], [-2.463, -6.326, -3.393], [-3.005, -6.570, -5.811], [-2.677, -4.721, -7.365], [-1.744, -2.552, -6.600]],
  "lumo_energy_ev": 2.376,
  "total_charge": -1,
  "relative_energy_kcal_mol": 5.67,
  "total_energy_ev": -125650.8217,
  "homo_lumo_gap_ha": 0.274
}